--- A ---
Density functional theory data (ωB97M-V with the def2-TZVPD basis set) for a cluster of 8 separate species, C25H69N3O8 in total.

```
105
C25H69N3O8 | the OMol25 dataset | ωB97M-V with the def2-TZVPD basis set
C 0.675 -1.877 2.056
O 0.180 -1.442 3.362
C -0.044 -2.408 4.371
C -1.149 -1.987 5.375
C -1.372 -3.119 6.328
N -2.333 -1.519 4.657
H 0.454 -1.036 1.373
H 0.092 -2.775 1.779
H 1.735 -2.125 2.088
H -0.317 -3.318 3.820
H 0.853 -2.615 4.985
H -0.720 -1.115 5.867
H -1.964 -3.868 5.761
H -1.951 -2.763 7.194
H -0.428 -3.499 6.781
H -1.957 -0.994 3.875
H -2.718 -2.383 4.308
C 2.334 0.463 -6.635
O 1.571 1.427 -5.950
C 1.509 1.133 -4.572
C 1.020 2.333 -3.785
C 1.831 3.560 -4.134
N 1.074 2.009 -2.366
H 3.380 0.525 -6.359
H 2.199 0.696 -7.719
H 1.956 -0.592 -6.466
H 0.853 0.259 -4.304
H 2.511 0.881 -4.183
H -0.012 2.582 -3.999
H 2.884 3.437 -3.778
H 1.529 4.503 -3.703
H 1.785 3.717 -5.198
H 0.874 2.828 -1.829
H 2.010 1.729 -2.167
C 1.613 2.005 0.842
O 1.564 2.556 2.176
C 1.724 1.507 3.095
C 1.652 2.112 4.505
C 0.314 2.781 4.660
N 2.791 3.003 4.861
H 2.562 1.537 0.737
H 1.469 2.890 0.152
H 0.871 1.245 0.616
H 0.955 0.721 3.006
H 2.706 1.044 2.987
H 1.660 1.237 5.193
H -0.434 1.976 4.529
H 0.162 3.524 3.860
H 0.137 3.201 5.627
H 3.689 2.498 4.806
H 2.820 3.768 4.187
C -1.712 -1.076 -5.485
C -2.104 -1.206 -4.049
C -3.556 -0.736 -3.696
O -1.983 -2.582 -3.660
H -2.369 -1.747 -6.012
H -0.695 -1.399 -5.569
H -1.820 -0.038 -5.763
H -1.369 -0.587 -3.495
H -3.813 0.234 -4.111
H -3.681 -0.649 -2.575
H -4.241 -1.461 -4.144
H -2.147 -2.705 -2.699
C 5.672 0.864 -0.048
C 5.032 0.626 -1.413
C 3.972 -0.442 -1.305
O 4.373 1.856 -1.810
H 6.348 1.703 -0.174
H 6.304 -0.007 0.164
H 4.948 1.015 0.728
H 5.807 0.411 -2.181
H 3.320 -0.412 -2.231
H 3.292 -0.271 -0.448
H 4.489 -1.417 -1.196
H 4.990 2.588 -1.837
C -4.540 -2.505 0.786
C -3.119 -2.917 0.429
C -2.778 -4.311 1.013
O -2.921 -2.792 -0.999
H -4.703 -1.522 0.354
H -4.667 -2.493 1.893
H -5.306 -3.169 0.353
H -2.535 -2.072 0.845
H -1.785 -4.615 0.719
H -3.481 -5.053 0.718
H -2.802 -4.087 2.142
H -3.797 -2.856 -1.363
C -2.517 1.740 2.193
C -3.127 1.727 0.849
C -2.413 2.730 -0.056
O -3.160 0.377 0.273
H -2.698 2.632 2.816
H -1.401 1.564 2.151
H -2.957 0.939 2.758
H -4.127 2.108 0.982
H -1.363 2.651 0.189
H -2.767 3.737 0.170
H -2.534 2.453 -1.116
H -2.223 0.115 0.271
C 0.066 -1.539 -1.375
O -0.560 -0.331 -0.991
H -0.293 -2.309 -0.644
H -0.210 -1.894 -2.375
H 1.156 -1.531 -1.276
H -0.095 0.414 -1.379
```

SMILES: COC[C@H](C)N.COC[C@H](C)N.COC[C@H](C)N.CC(C)O.CC(C)O.CC(C)O.CC(C)O.CO
Spin multiplicity: 1
LUMO level, eV: 0.459

---

--- B ---
Density functional theory data (ωB97M-V with the def2-TZVPD basis set) for a cluster of 8 separate species, C25H69N3O8 in total.

```
105
C25H69N3O8 | the OMol25 dataset | ωB97M-V with the def2-TZVPD basis set
C -6.629 -18.924 -20.119
O -6.363 -19.003 -18.731
C -5.423 -17.964 -18.198
C -5.476 -17.870 -16.639
C -6.869 -17.624 -16.128
N -4.572 -16.831 -16.142
H -5.865 -19.226 -20.836
H -6.775 -17.889 -20.430
H -7.566 -19.436 -20.334
H -4.420 -18.144 -18.584
H -5.759 -16.955 -18.435
H -5.183 -18.803 -16.158
H -7.308 -16.698 -16.499
H -6.839 -17.741 -15.045
H -7.574 -18.394 -16.441
H -5.013 -15.931 -16.017
H -4.410 -17.033 -15.165
C -7.918 -22.598 -18.822
O -7.409 -23.182 -17.637
C -7.301 -22.068 -16.691
C -6.457 -22.477 -15.410
C -6.645 -21.378 -14.389
N -5.097 -22.648 -15.783
H -7.061 -22.018 -19.164
H -8.774 -21.924 -18.811
H -8.098 -23.458 -19.467
H -6.924 -21.140 -17.122
H -8.334 -21.876 -16.398
H -6.908 -23.422 -15.109
H -5.996 -21.493 -13.521
H -7.652 -21.163 -14.033
H -6.293 -20.405 -14.730
H -4.854 -21.846 -16.346
H -5.291 -23.426 -16.397
C -14.177 -21.792 -16.604
O -12.944 -21.418 -15.994
C -12.582 -22.296 -14.976
C -11.058 -22.599 -15.154
C -10.676 -23.351 -16.441
N -10.646 -23.287 -14.017
H -14.956 -21.181 -16.148
H -14.648 -22.768 -16.484
H -14.124 -21.580 -17.672
H -12.762 -21.798 -14.023
H -13.102 -23.252 -14.914
H -10.546 -21.639 -15.224
H -9.650 -23.720 -16.415
H -10.645 -22.613 -17.243
H -11.388 -24.164 -16.579
H -9.724 -23.674 -14.159
H -10.661 -22.818 -13.122
C -9.283 -26.629 -19.215
C -10.687 -27.234 -19.456
C -11.633 -26.323 -20.257
O -10.500 -28.401 -20.089
H -8.903 -26.339 -20.195
H -8.553 -27.248 -18.694
H -9.384 -25.736 -18.600
H -11.178 -27.422 -18.500
H -12.438 -26.826 -20.793
H -11.023 -25.910 -21.060
H -11.985 -25.388 -19.821
H -9.974 -28.928 -19.482
C -1.560 -21.506 -18.202
C -2.311 -22.188 -19.254
C -3.672 -21.566 -19.464
O -1.517 -22.332 -20.333
H -1.457 -20.444 -18.425
H -0.531 -21.857 -18.127
H -2.118 -21.595 -17.270
H -2.495 -23.210 -18.924
H -3.407 -20.582 -19.851
H -4.244 -21.702 -18.546
H -4.144 -22.137 -20.263
H -0.648 -22.634 -20.056
C -0.913 -23.341 -12.628
C -1.231 -21.779 -12.899
C -1.087 -21.385 -14.336
O -2.646 -21.555 -12.635
H -1.634 -24.027 -13.072
H -0.803 -23.412 -11.546
H 0.083 -23.525 -13.030
H -0.656 -21.142 -12.228
H -1.329 -20.359 -14.613
H -1.640 -22.111 -14.932
H -0.041 -21.515 -14.616
H -3.231 -22.161 -13.096
C -7.822 -24.133 -12.238
C -8.673 -24.693 -11.133
C -7.810 -25.238 -10.002
O -9.450 -23.719 -10.487
H -7.395 -24.975 -12.782
H -7.072 -23.428 -11.879
H -8.448 -23.519 -12.884
H -9.360 -25.475 -11.457
H -7.149 -25.929 -10.526
H -8.388 -25.817 -9.281
H -7.173 -24.505 -9.509
H -9.884 -24.200 -9.778
C -6.960 -23.908 -22.314
O -7.654 -24.663 -23.257
H -7.535 -23.103 -21.857
H -6.479 -24.567 -21.591
H -6.141 -23.428 -22.851
H -7.092 -24.945 -23.983
```

SMILES: COC[C@H](C)N.COC[C@H](C)N.COC[C@H](C)N.CC(C)O.CC(C)O.CC(C)O.CC(C)O.CO
Spin multiplicity: 1
LUMO level, eV: 0.609

---

Name the least stable of them. B.